[1]
13
Properties=species:S:1:pos:R:3:nbo_charge:R:1 method="wB97M-V/def2-TZVPD" multiplicity=1 orbital_gap_ha=0.25442 de_lowest_kj_mol=772.39 e_tot_ha=-1081.49907 lumo_energy_ev=-0.6
C 1.42 -0.26 -0.02 -0.3179
C 0.36 -1.23 -0.12 -0.2679
C -0.87 -0.52 -0.20 -0.1790
C 0.76 1.07 -0.15 -0.0232
H 3.49 0.79 1.32 0.0847
H 0.55 -2.28 0.17 0.2366
H -2.75 -1.25 -1.22 0.1740
H -2.81 0.64 0.31 0.3249
H 1.10 2.03 0.06 0.2301
N -0.45 0.80 -0.05 0.0155
O -1.36 1.79 -0.11 -0.6070
S 3.14 -0.57 -0.09 0.0668
S -2.59 -1.01 0.10 0.2622



[2]
13
Properties=species:S:1:pos:R:3:nbo_charge:R:1 method="wB97M-V/def2-TZVPD" multiplicity=1 orbital_gap_ha=0.32025 de_lowest_kj_mol=109.11 e_tot_ha=-1081.75171 lumo_energy_ev=-0.2 smiles="OC(=S)[C@@H]1CNC1=S"
O 1.11 1.53 0.38 -0.6493
C 1.10 0.21 0.50 0.2980
S 2.54 -0.70 0.51 -0.1257
C -0.28 -0.45 0.67 -0.4097
C -0.53 -1.84 0.05 -0.2103
N -1.56 -1.21 -0.75 -0.5487
C -1.32 0.03 -0.34 0.1346
S -1.84 1.54 -0.74 -0.1135
H 0.16 1.79 0.15 0.4946
H -0.62 -0.40 1.74 0.2723
H 0.39 -2.32 -0.39 0.2412
H -0.98 -2.60 0.75 0.2002
H -1.92 -1.52 -1.64 0.4164



[3]
12
Properties=species:S:1:pos:R:3:nbo_charge:R:1 method="wB97M-V/def2-TZVPD" multiplicity=1 orbital_gap_ha=0.33861 de_lowest_kj_mol=563.05 e_tot_ha=-1006.33905 lumo_energy_ev=0.3 smiles="S[C@H]1[C@H]2C=NS[C@H]12"
S -1.17 2.16 1.03 -0.0529
C 0.28 1.30 0.14 -0.1830
C 0.55 -0.12 0.33 -0.3350
C 0.36 -1.53 0.54 0.0702
N 0.05 -2.19 -0.51 -0.5100
S 0.29 -1.23 -1.94 0.4472
C 0.02 0.31 -1.00 -0.4572
H -2.33 1.32 0.72 0.1570
H 1.07 1.99 0.10 0.2334
H 1.72 -0.22 0.22 0.2207
H 0.31 -2.16 1.29 0.2149
H -1.15 0.38 -0.93 0.1948



[4]
12
Properties=species:S:1:pos:R:3:nbo_charge:R:1 method="wB97M-V/def2-TZVPD" multiplicity=1 orbital_gap_ha=0.32237 de_lowest_kj_mol=441.15 e_tot_ha=-1006.38548 lumo_energy_ev=0.4
C 0.71 -1.03 0.38 0.4219
C -1.51 0.12 -0.59 -0.3809
C -1.59 0.32 0.88 -0.3988
C -0.39 -0.33 0.28 -0.1522
N 1.83 -1.50 0.20 -0.6542
S 3.03 -0.37 -0.23 0.6680
S 2.36 1.40 0.21 -0.5232
H -1.94 -0.63 -1.16 0.2248
H -1.24 0.95 -1.14 0.2218
H -1.42 1.37 1.14 0.2298
H -2.43 -0.01 1.51 0.2415
H 2.59 -0.29 -1.47 0.1015



[5]
12
Properties=species:S:1:pos:R:3:nbo_charge:R:1 method="wB97M-V/def2-TZVPD" multiplicity=1 orbital_gap_ha=0.33563 de_lowest_kj_mol=109.32 e_tot_ha=-1006.51186 lumo_energy_ev=0.5 smiles="C=C1CNC(=S)S1"
C -1.65 1.49 0.06 -0.4325
C -0.57 0.73 -0.04 -0.1065
C -0.43 -0.82 0.00 -0.2763
N 0.96 -1.20 -0.15 -0.5916
C 1.91 -0.27 -0.13 -0.0483
S 3.52 -0.58 0.05 -0.1303
S 1.13 1.38 -0.08 0.3069
H -1.59 2.52 -0.05 0.2097
H -2.58 1.12 0.23 0.2025
H -1.00 -1.12 0.83 0.2262
H -0.88 -1.14 -0.96 0.2196
H 1.18 -2.12 0.23 0.4206



[6]
13
Properties=species:S:1:pos:R:3:nbo_charge:R:1 method="wB97M-V/def2-TZVPD" multiplicity=1 orbital_gap_ha=0.30302 de_lowest_kj_mol=102.01 e_tot_ha=-1404.69418 lumo_energy_ev=-0.6 smiles="S=C(S)[C@H]1CC=NS1"
S 1.90 1.45 -0.99 0.0332
C 1.52 0.00 -0.32 -0.2823
S 2.78 -1.22 -0.34 0.1301
C 0.23 -0.43 0.33 -0.4459
C -0.73 0.80 0.57 -0.5003
C -1.84 0.63 -0.36 0.0929
N -2.01 -0.40 -1.12 -0.4997
S -0.72 -1.50 -0.86 0.4000
H 2.22 -2.28 0.29 0.1160
H 0.46 -0.99 1.25 0.2447
H -0.18 1.76 0.43 0.2699
H -1.06 0.77 1.63 0.2436
H -2.58 1.40 -0.50 0.1979



[7]
11
Properties=species:S:1:pos:R:3:nbo_charge:R:1 method="wB97M-V/def2-TZVPD" multiplicity=3 orbital_gap_ha="0.31070 / 0.25376" de_lowest_kj_mol=0.00 s2=2.0274 e_tot_ha=-1738.55857 charge=+1 lumo_energy_ev="-5.1 / -6.9"
H -0.11 0.28 1.99 0.1902
C 0.40 2.32 -2.02 -0.2185
C 0.87 1.48 -1.09 -0.2780
C 0.38 1.38 0.28 -0.0988
C 0.08 0.22 0.91 0.2461
O 0.25 -0.99 0.40 -0.7333
Ni -0.43 -2.48 0.25 0.9683
H -0.41 3.02 -1.80 0.2114
H 1.67 0.79 -1.36 0.2397
H 0.81 2.34 -3.03 0.2284
H 0.18 2.31 0.83 0.2446



[8]
14
Properties=species:S:1:pos:R:3:nbo_charge:R:1 method="wB97M-V/def2-TZVPD" multiplicity=4 orbital_gap_ha="0.30492 / 0.22909" de_lowest_kj_mol=0.00 s2=3.7609 e_tot_ha=-1964.52079 lumo_energy_ev="-0.6 / -2.8"
O 2.00 1.51 1.23 -0.7888
C 2.75 1.33 0.17 0.8967
O 3.94 1.00 0.21 -0.6523
O 2.03 1.28 -0.95 -0.8038
Ni 0.53 1.79 0.08 1.2699
C -0.59 -1.88 -0.73 -0.4350
C -1.36 -1.55 0.32 0.1043
O -1.41 -0.32 0.92 -0.4153
C -1.54 0.82 0.22 -0.2471
H -0.32 -2.92 -0.85 0.2336
H -0.30 -1.16 -1.49 0.2196
H -1.97 -2.27 0.87 0.2073
H -1.96 1.63 0.83 0.2126
H -1.80 0.74 -0.84 0.1980



[9]
12
Properties=species:S:1:pos:R:3:nbo_charge:R:1 method="wB97M-V/def2-TZVPD" multiplicity=1 orbital_gap_ha="0.28260 / 0.28262" de_lowest_kj_mol=282.21 e_tot_ha=-647.12120 lumo_energy_ev="-0.4 / -0.4"
C 0.17 1.08 -0.52 -0.0948
C 1.16 -0.01 -0.36 -0.4984
C -1.17 0.83 -0.51 -0.6723
C 0.73 -1.18 0.15 0.2567
O 1.45 -2.26 0.13 -0.6770
O -2.74 -0.87 0.99 -0.9858
P -1.86 -0.87 -0.49 1.0629
H 0.57 2.12 -0.57 0.2117
H 2.23 0.25 -0.57 0.2017
H -1.74 1.68 -0.73 0.2286
H 2.32 -2.05 -0.03 0.4644
H -3.32 -1.59 1.20 0.5023



[10]
12
Properties=species:S:1:pos:R:3:nbo_charge:R:1 method="wB97M-V/def2-TZVPD" multiplicity=1 orbital_gap_ha=0.30529 de_lowest_kj_mol=1.48 e_tot_ha=-381.20003 charge=-1 lumo_energy_ev=4.0 smiles="O=CCCC(=O)[O-]"
O -0.59 -0.89 -2.56 -0.5805
C -0.21 -0.13 -1.69 0.4619
C -0.88 0.05 -0.37 -0.5381
C 0.04 -0.49 0.73 -0.5152
C 1.02 0.60 1.26 0.7525
O 2.15 0.19 1.60 -0.7722
O 0.53 1.75 1.36 -0.7961
H 0.73 0.44 -1.84 0.1067
H -1.85 -0.45 -0.41 0.1952
H -1.02 1.09 -0.10 0.2693
H -0.60 -0.81 1.56 0.2088
H 0.67 -1.35 0.47 0.2076



[11]
13
Properties=species:S:1:pos:R:3:nbo_charge:R:1 method="wB97M-V/def2-TZVPD" multiplicity=1 orbital_gap_ha=0.26316 de_lowest_kj_mol=8.90 e_tot_ha=-456.47103 charge=-1 lumo_energy_ev=3.1 smiles="O=C([O-])CCC(=O)O"
O -2.40 0.65 -1.23 -0.7802
C -1.95 -0.19 -0.43 0.7518
O -2.56 -0.86 0.45 -0.7913
C -0.44 -0.48 -0.46 -0.4970
C 0.38 0.57 0.30 -0.5236
C 1.81 0.12 0.46 0.8086
O 2.23 -0.90 0.93 -0.6138
O 2.67 1.08 -0.02 -0.7082
H -0.13 -0.60 -1.50 0.1873
H -0.32 -1.48 -0.03 0.2144
H 0.30 1.53 -0.20 0.2324
H -0.09 0.61 1.27 0.2433
H 3.56 0.70 0.01 0.4763



[12]
14
Properties=species:S:1:pos:R:3:nbo_charge:R:1 method="wB97M-V/def2-TZVPD" multiplicity=1 orbital_gap_ha=0.22102 de_lowest_kj_mol=151.77 e_tot_ha=-797.73843 charge=-2 lumo_energy_ev=6.3 smiles="C=C(C)C(=O)P(=O)([O-])[O-]"
C -1.74 -1.07 0.62 -0.4433
C -0.73 -0.44 0.11 -0.0333
C -1.00 0.94 -0.54 -0.6903
C 0.72 -0.96 0.02 0.2127
O 1.03 -2.20 -0.19 -0.6535
P 2.11 0.45 0.05 2.3050
O 3.41 -0.19 0.39 -1.2175
O 1.48 1.39 1.03 -1.2428
O 1.99 0.97 -1.45 -1.2422
H -2.65 -0.60 0.81 0.1551
H -1.73 -2.11 1.06 0.1637
H 0.05 1.37 -0.42 0.3275
H -1.73 1.53 0.04 0.1675
H -1.22 0.92 -1.55 0.1914